[1]
Formula: C8H9ClN2
Source: the Open Molecules 2025 dataset
Level of theory: ωB97M-V/def2-TZVPD

CARTESIAN COORDINATES (ANGSTROEM)
H  -1.92  -0.82  2.00
H  -2.78  -2.07  -1.33
N  2.07  1.01  0.89
C  2.17  1.02  -1.32
N  -1.92  -0.62  -0.09
H  0.18  0.09  -1.60
C  0.89  0.46  0.45
C  0.94  0.46  -0.93
Cl  -2.42  1.86  0.00
H  2.51  1.17  -2.32
C  -0.08  0.01  1.40
H  2.30  1.19  1.85
C  -1.29  -0.49  1.17
H  -1.01  -2.17  -1.17
C  2.84  1.35  -0.17
H  -2.05  -2.68  0.19
H  0.23  0.08  2.44
C  -1.94  -1.97  -0.63
C  -2.52  0.32  -0.77
H  3.80  1.81  -0.05

Results
LUMO energy	0.74	eV
net charge	0
ΔE to the lowest compared entry with this formula, charge and spin	50.5	kJ/mol
E_tot	-23942.151	eV
max |F|	1.0	eV/Å

Results of the natural (NBO) charge analysis, in e, for atoms 1 through 2: H 0.206; H 0.233

=====

[2]
Formula: C9H13NO
Source: the Open Molecules 2025 dataset
Level of theory: ωB97M-V/def2-TZVPD

CARTESIAN COORDINATES (ANGSTROEM)
C  -1.47  0.38  0.38
C  -0.15  -1.33  1.28
N  1.04  2.58  0.88
C  -0.51  -2.15  0.25
C  -0.59  -0.05  1.36
H  0.05  -3.12  0.07
H  2.27  2.46  -2.03
H  1.68  0.72  -1.73
H  -2.99  -2.86  -1.70
H  0.69  2.10  -1.57
H  -1.60  -3.91  -1.46
C  1.95  1.91  0.10
C  1.66  1.77  -1.35
C  -1.42  -1.74  -0.74
H  -1.72  -2.60  -2.72
H  0.06  2.88  0.59
H  -2.76  -0.30  -1.23
H  -1.89  1.45  0.30
H  0.71  -1.58  1.78
H  1.16  2.47  1.88
O  2.90  1.34  0.63
C  -1.90  -2.77  -1.61
C  -1.88  -0.52  -0.61
H  -0.36  0.49  2.28

Results
LUMO energy (spin up / spin down)	-4.37 / -8.66	eV
net charge	+1
ΔE to the lowest compared entry with this formula, charge and spin	175.0	kJ/mol
E_tot	-13071.532	eV
max |F|	5.1	eV/Å
multiplicity	2

Results of the natural (NBO) charge analysis, in e, for atoms 1 through 2: C -0.030; C -0.271

=====

[3]
Formula: C6H12N2OPPd
Source: the Open Molecules 2025 dataset
Level of theory: ωB97M-V/def2-TZVPD

CARTESIAN COORDINATES (ANGSTROEM)
C  -0.69  2.82  0.81
N  1.49  -2.14  1.46
C  0.44  3.39  0.14
H  1.22  -2.60  -3.37
H  -0.99  -2.83  -3.11
O  -0.31  -0.72  1.37
H  -0.12  -0.79  -3.35
C  0.20  -1.74  1.87
H  -1.12  1.88  -2.44
C  -0.76  2.30  -1.50
H  2.17  -1.39  1.46
H  0.08  -3.32  3.18
H  -1.33  -2.32  3.05
Pd  0.28  -1.88  -0.59
H  -0.89  2.91  1.88
C  -1.48  2.12  -0.10
C  0.37  3.08  -1.25
N  -0.46  -2.64  2.64
H  -2.39  1.56  0.06
P  0.11  -2.03  -2.67
H  1.23  3.98  0.62
H  1.10  3.39  -2.00
H  1.83  -3.02  1.84

Results
LUMO energy (spin up / spin down)	3.46 / 1.33	eV
net charge	-1
E_tot	-24209.404	eV
max |F|	2.8	eV/Å
multiplicity	3

Results of the natural (NBO) charge analysis, in e, for atoms 1 through 2: C -0.341; N -1.024

=====

[4]
Formula: C3H5N5O2
Source: the Open Molecules 2025 dataset
Level of theory: ωB97M-V/def2-TZVPD

CARTESIAN COORDINATES (ANGSTROEM)
N  -4.81  -0.37  -0.18
O  -5.60  -0.11  0.64
N  -3.26  1.05  1.17
H  2.13  0.41  -0.51
H  1.37  1.28  0.83
H  -0.24  -0.68  -0.21
H  1.32  1.97  -0.97
C  1.22  1.04  -0.25
N  -3.53  0.54  -0.06
H  -0.21  0.21  -1.62
C  -1.44  0.86  -0.09
O  -4.87  -1.22  -0.98
N  -2.42  0.36  -0.84
C  -0.11  0.35  -0.52
N  -1.98  1.14  1.20

Results
LUMO energy	-0.69	eV
net charge	0
ΔE to the lowest compared entry with this formula, charge and spin	538.6	kJ/mol
SMILES	CCc1nnn([N+](=O)[O-])n1
E_tot	-14730.993	eV
max |F|	4.0	eV/Å

Results of the natural (NBO) charge analysis, in e, for atoms 1 through 2: N 0.676; O -0.281

=====

Look up the E_tot of the first one.
-23942.151 eV